[1]
Density functional theory data (ωB97M-V with the def2-TZVPD basis set) for a molecular structure, C33H34CuN2O2.

Output
Energy above the lowest of the compared OMol25 structures with the same formula, charge and spin, kJ/mol: 11.4
Lowest unoccupied orbital energy (alpha / beta), eV: -0.333 / -0.368
<S²>: 0.754
Spin multiplicity: 2
Gap between HOMO and LUMO (alpha / beta), eV: 6.62 / 6.57
E_HOMO (alpha / beta), Eh: -0.2555 / -0.2549

Each line ends with the Löwdin charge.
Positions of all 72 atoms, in Å:
Cu  -0.41891  0.19193  -0.02476  0.55
O  1.78627  0.16730  0.28719  -0.10
C  2.25380  0.65367  1.53421  -0.16
C  1.23360  0.52831  2.64308  -0.26
C  1.62309  0.56353  3.97518  -0.01
C  0.64925  0.47722  4.95370  -0.05
C  -0.67920  0.34567  4.57441  -0.05
C  -0.97815  0.30700  3.22436  -0.09
N  -0.04062  0.40314  2.27726  0.11
H  1.69434  -0.80460  0.31046  0.06
H  2.48812  1.70845  1.38423  0.13
H  3.17552  0.14939  1.82626  0.12
H  2.67355  0.64768  4.23069  0.12
H  0.92248  0.50146  6.00214  0.11
H  -1.46902  0.26849  5.31081  0.11
H  -1.99814  0.19010  2.87132  0.11
C  -4.66691  -0.43688  0.47235  -0.08
C  -5.11365  0.86801  0.28027  -0.09
C  -4.19564  1.88813  0.08941  -0.04
C  -2.82913  1.59425  0.07573  -0.19
C  -2.37254  0.27954  0.20684  -0.13
C  -3.30622  -0.72681  0.42464  -0.11
C  -1.79540  2.64034  -0.06993  -0.19
C  -2.05524  3.99827  0.24687  0.01
C  -1.05567  4.91181  0.16505  0.00
C  0.22308  4.51771  -0.29311  -0.15
C  1.29623  5.42683  -0.43470  -0.04
C  2.49675  5.00758  -0.93161  -0.08
C  2.65595  3.66439  -1.33819  -0.06
C  1.63949  2.76160  -1.19987  -0.02
C  0.40756  3.15871  -0.62889  -0.18
N  -0.59391  2.23576  -0.45519  0.12
H  -5.38418  -1.23245  0.64586  0.10
H  -6.17462  1.08648  0.27126  0.10
H  -4.54569  2.90343  -0.07700  0.10
H  -2.97381  -1.75435  0.55099  0.10
H  -3.04057  4.28168  0.58785  0.11
H  -1.22422  5.95020  0.43108  0.12
H  1.14144  6.46415  -0.15601  0.11
H  3.31922  5.70331  -1.03389  0.10
H  3.59483  3.34798  -1.77606  0.11
H  1.75436  1.73833  -1.52476  0.11
C  -0.40964  0.00583  -3.41770  -0.05
C  -0.49674  -1.52257  -3.38550  -0.36
C  -1.87029  -2.00953  -2.90617  -0.05
C  0.64464  -2.19550  -2.62640  -0.13
C  1.63813  -2.78744  -3.40534  -0.06
C  2.66960  -3.53991  -2.86504  -0.11
C  2.65523  -3.77516  -1.50065  -0.06
C  1.68539  -3.21688  -0.67568  -0.15
C  1.63943  -3.67112  0.77987  -0.36
C  0.28576  -4.29628  1.15059  -0.06
C  2.01329  -2.59370  1.80403  -0.06
C  0.71517  -2.33031  -1.21271  -0.28
O  -0.06768  -1.70415  -0.33211  -0.19
H  -1.23150  0.42479  -4.00563  0.08
H  0.53383  0.32973  -3.86461  0.08
H  -0.47605  0.43221  -2.42271  0.03
H  -0.38529  -1.85362  -4.41913  0.12
H  -2.00285  -1.79019  -1.84882  0.05
H  -1.95551  -3.09058  -3.04556  0.08
H  -2.67424  -1.52246  -3.46784  0.08
H  1.58670  -2.65818  -4.48222  0.11
H  3.43646  -3.97151  -3.49686  0.09
H  3.40139  -4.43032  -1.06076  0.10
H  2.38506  -4.46457  0.85719  0.12
H  -0.50669  -3.55576  1.05245  0.07
H  0.30340  -4.66688  2.18014  0.08
H  0.05813  -5.13402  0.48679  0.08
H  1.16756  -1.91553  1.96852  0.07
H  2.89273  -2.02240  1.48275  0.08
H  2.24708  -3.05071  2.76963  0.09

***

[2]
Density functional theory data (ωB97M-V with the def2-TZVPD basis set) for a molecular structure, C33H34IN3PRuS.

Output
Energy above the lowest of the compared OMol25 structures with the same formula, charge and spin, kJ/mol: 47.5
Lowest unoccupied orbital energy (alpha / beta), eV: -10.889 / -10.888
Net charge: +3
Gap between HOMO and LUMO (alpha / beta), eV: 5.18 / 5.18
E_HOMO (alpha / beta), Eh: -0.5906 / -0.5906

Each line ends with the Löwdin charge.
Positions of all 74 atoms, in Å:
Ru  -0.97266  0.47491  -0.13226  0.68
C  -1.22257  2.50053  2.13705  -0.04
N  -1.98867  1.37600  1.52840  -0.36
C  -3.32791  1.88277  1.10157  -0.06
C  -2.21443  0.28747  2.50776  -0.14
C  -2.53812  -0.94370  1.74161  -0.21
C  -3.24364  -1.99419  2.30156  0.01
C  -3.53837  -3.11848  1.53863  0.01
C  -3.12698  -3.21564  0.20259  -0.03
C  -2.42406  -2.18806  -0.38175  -0.11
C  -2.08999  -1.05701  0.39646  -0.23
H  -1.70504  2.82191  3.06385  0.12
H  -1.19860  3.33601  1.44312  0.08
H  -0.20783  2.18733  2.35104  0.07
H  -3.82340  2.32596  1.96720  0.12
H  -3.93465  1.06294  0.72543  0.11
H  -3.21229  2.63718  0.33533  0.02
H  -3.00580  0.55553  3.21189  0.15
H  -1.30214  0.15164  3.07056  0.10
H  -3.58506  -1.92822  3.32942  0.14
H  -4.11874  -3.92169  1.97874  0.13
H  -3.37526  -4.09379  -0.38063  0.13
H  -2.13523  -2.27655  -1.41458  0.02
I  -0.37980  -0.58547  -2.58635  1.33
C  1.40817  -1.64070  -2.86198  -0.55
C  1.43749  -2.24938  -4.07824  -0.14
C  2.60338  -2.93090  -4.48222  -0.02
C  3.67262  -2.95294  -3.64564  0.02
C  3.62933  -2.33006  -2.37251  -0.13
C  4.76923  -2.40338  -1.53615  0.03
C  4.77240  -1.84637  -0.29762  -0.01
C  3.61960  -1.18695  0.15328  -0.07
C  2.48719  -1.08019  -0.62093  -0.28
P  1.27804  -0.16115  0.36386  1.01
C  1.96913  1.45613  0.64205  -0.37
C  1.88217  2.34518  -0.43639  -0.15
C  2.40469  3.62452  -0.32322  -0.04
C  3.02127  4.01316  0.85932  -0.02
C  3.13398  3.12078  1.92125  -0.02
C  2.60716  1.84286  1.82347  -0.08
C  1.08748  -1.13040  1.84927  -0.36
C  0.92609  -0.55436  3.11393  -0.11
C  0.78158  -1.36900  4.22795  -0.04
C  0.76792  -2.74978  4.07995  -0.02
C  0.90795  -3.32526  2.81967  -0.03
C  1.06618  -2.52278  1.70646  -0.07
C  2.45886  -1.64526  -1.92649  -0.19
H  0.58481  -2.21457  -4.74477  0.10
H  2.63460  -3.41440  -5.44972  0.13
H  4.58552  -3.45696  -3.93770  0.14
H  5.64724  -2.91827  -1.90832  0.14
H  5.64197  -1.90969  0.34190  0.13
H  3.63889  -0.75678  1.14883  0.12
H  1.44686  2.02841  -1.37725  0.06
H  2.34506  4.31113  -1.15901  0.13
H  3.43653  5.00832  0.94870  0.13
H  3.64480  3.41756  2.82746  0.13
H  2.73451  1.15362  2.64716  0.10
H  0.95728  0.51735  3.24107  0.09
H  0.69154  -0.92687  5.21208  0.13
H  0.66455  -3.38304  4.95175  0.13
H  0.91640  -4.40221  2.71226  0.13
H  1.19187  -2.97691  0.73035  0.12
C  -3.66215  2.19335  -4.64491  0.00
N  -2.61307  2.04688  -3.62450  -0.02
C  -2.56302  2.72568  -2.50125  -0.73
N  -3.49717  3.61978  -2.22591  0.17
S  -1.22268  2.58206  -1.35678  0.68
H  -3.34317  1.67128  -5.54050  0.11
H  -3.79691  3.24431  -4.90066  0.11
H  -4.60362  1.76673  -4.30245  0.11
H  -1.85376  1.41041  -3.80298  0.04
H  -4.23201  3.84609  -2.88093  0.13
H  -3.39555  4.21560  -1.41962  0.12

***

[3]
Density functional theory data (ωB97M-V with the def2-TZVPD basis set) for a molecular structure, C33H34MnNSbSe4.

Output
Lowest unoccupied orbital energy (alpha / beta), eV: -4.792 / -4.784
Net charge: +1
Gap between HOMO and LUMO (alpha / beta), eV: 5.55 / 5.56
E_HOMO (alpha / beta), Eh: -0.3801 / -0.3802

Each line ends with the Löwdin charge.
Positions of all 74 atoms, in Å:
Mn  1.07527  -1.07747  -0.85706  -0.19
Se  1.40329  -5.03179  2.04080  0.02
Sb  2.84372  -3.26615  1.34691  0.04
Se  2.56800  -2.54613  -1.21616  0.43
Se  1.40534  -0.91248  1.40468  0.78
Se  5.03295  -2.65675  2.05372  -0.02
C  -0.39799  -2.14412  -0.37871  -0.10
C  -1.33490  -2.45309  0.37726  -0.08
C  -2.30653  -2.63005  1.32808  -0.06
C  -3.15770  -1.48999  1.68203  -0.15
C  -2.77154  -0.17492  1.38293  -0.01
C  -3.52655  0.90474  1.78893  -0.05
C  -4.70905  0.69526  2.49029  -0.05
C  -5.14398  -0.59753  2.73929  -0.05
C  -4.38960  -1.68021  2.32720  -0.02
C  -2.38852  -3.90736  1.99799  -0.18
C  -1.99020  -5.07182  1.32219  -0.06
C  -2.09063  -6.30306  1.93590  -0.07
C  -2.56395  -6.39715  3.23948  -0.04
C  -2.90796  -5.24758  3.94172  -0.05
C  -2.81354  -4.01311  3.33356  -0.02
H  -1.85972  0.00009  0.83432  0.09
H  -3.20948  1.91363  1.56001  0.11
H  -5.29797  1.54324  2.81344  0.11
H  -6.08783  -0.75464  3.24337  0.12
H  -4.76933  -2.68191  2.47012  0.12
H  -1.64584  -5.00704  0.29809  0.12
H  -1.80174  -7.19805  1.40252  0.12
H  -2.64751  -7.36485  3.71550  0.12
H  -3.23425  -5.31536  4.97047  0.12
H  -3.01782  -3.11734  3.90260  0.12
C  3.57084  0.43801  3.57921  -0.06
C  3.00666  1.24754  2.46380  -0.28
C  2.70812  2.55578  2.58869  0.01
C  2.29307  3.34162  1.46817  -0.20
C  2.02877  4.80098  1.65819  -0.02
C  2.11652  2.77718  0.23225  0.02
C  2.19110  1.37865  0.04235  -0.24
C  2.77193  0.56857  1.16786  -0.38
N  1.66910  0.68502  -0.95459  -0.03
C  1.14875  1.23769  -2.21639  -0.42
C  2.21922  2.06297  -2.95057  -0.07
C  1.66457  2.56172  -4.28712  -0.28
C  1.31975  1.36180  -5.17139  -0.11
C  0.25850  0.51094  -4.47055  -0.27
C  -1.00152  1.35495  -4.27122  -0.11
C  -0.66432  2.54334  -3.36855  -0.28
C  0.41117  3.40684  -4.03511  -0.11
C  -0.15137  2.03850  -2.01685  -0.07
C  0.79754  0.03102  -3.11513  -0.11
H  3.46633  0.95710  4.52999  0.09
H  4.63125  0.24252  3.40469  0.08
H  3.08736  -0.53643  3.65054  0.05
H  2.83618  3.04788  3.54474  0.13
H  2.00567  5.06360  2.71306  0.09
H  1.08374  5.09201  1.19954  0.09
H  2.81415  5.38412  1.17225  0.10
H  1.80191  3.42130  -0.57267  0.10
H  3.66250  0.00140  0.85925  0.11
H  3.09636  1.42943  -3.11688  0.14
H  2.54946  2.91144  -2.35195  0.11
H  2.42921  3.17289  -4.77209  0.15
H  2.21750  0.77223  -5.37565  0.13
H  0.92718  1.70765  -6.13004  0.13
H  0.02572  -0.36563  -5.07925  0.15
H  -1.81092  0.75851  -3.83958  0.13
H  -1.35029  1.71543  -5.24163  0.13
H  -1.56424  3.13858  -3.19534  0.14
H  0.65551  4.26354  -3.39929  0.12
H  0.03323  3.79911  -4.98190  0.13
H  -0.91004  1.39401  -1.55309  0.13
H  -0.00599  2.88194  -1.34195  0.11
H  1.69117  -0.57687  -3.30236  0.11
H  0.00424  -0.59585  -2.65495  0.11

***

no.,calculated total energy (eV),maximum force (eV/Å)
1,-86488.164,0.435
2,-70024.493,1.107
3,-335497.861,1.359